No. 1
DFT (ωB97M-V with the def2-TZVPD basis set) results for a structure of composition C6H4O.

Values from the calculation:
**Largest force on an atom**: 0.70 eV/Å
**Gap between HOMO and LUMO**: 0.367 Eh
**HOMO energy**: -9.23 eV
**Relative energy (zero: lowest compared OMol25 entry of this formula, charge and spin)**: 2.8082 eV

Each line ends with the Löwdin charge.
Atoms and positions in Å:
1 C 3.17 -0.68 -0.22  0.113
2 C 1.94 -0.39 -0.08  -0.148
3 C 0.53 -0.22 0.09  -0.304
4 C -0.20 0.87 0.45  -0.010
5 C -1.57 0.51 0.25  -0.052
6 C -1.55 -0.77 -0.21  -0.104
7 O -0.29 -1.23 -0.32  0.056
8 H 2.54 0.43 -0.70  0.095
9 H 0.20 1.81 0.81  0.121
10 H -2.44 1.13 0.41  0.107
11 H -2.33 -1.46 -0.49  0.128



No. 2
DFT (ωB97M-V with the def2-TZVPD basis set) results for a structure of composition C34H42DyNO4 at a distorted geometry.

Values from the calculation:
**Largest force on an atom**: 2.41 eV/Å
**Multiplicity**: 6
**Gap between HOMO and LUMO (alpha / beta)**: 0.274 / 0.275 Eh
**HOMO energy (alpha / beta)**: -7.23 / -7.23 eV

Each line ends with the Mulliken spin population.
Atoms and positions in Å:
1 O 0.29 -0.61 -5.12  0.010
2 C 0.35 0.69 -5.85  0.000
3 C 0.44 0.13 -7.26  0.000
4 H 1.23 1.27 -5.54  0.000
5 H -0.59 1.24 -5.74  0.000
6 C 0.42 -1.19 -6.47  0.000
7 H 1.33 0.33 -7.87  0.000
8 H -0.49 0.30 -7.82  0.000
9 C 1.67 -2.04 -6.61  0.000
10 H 2.58 -1.46 -6.42  0.000
11 H 1.75 -2.46 -7.63  0.000
12 H 1.59 -2.89 -5.92  0.000
13 C -0.81 -1.93 -6.93  0.000
14 H -1.67 -1.24 -6.89  0.000
15 H -0.96 -2.82 -6.32  0.000
16 H -0.69 -2.24 -7.98  0.000
17 Dy -0.34 -0.73 -1.20  4.968
18 C -2.51 -1.61 0.55  0.000
19 C -2.52 -0.21 0.78  -0.009
20 C -2.77 0.44 -0.46  -0.005
21 H -2.44 0.27 1.75  0.000
22 C -2.93 -0.56 -1.47  -0.001
23 C -2.75 -1.83 -0.84  0.004
24 H -2.92 -2.79 -1.31  0.000
25 H -2.45 -2.38 1.31  0.002
26 H -2.91 1.51 -0.61  0.003
27 H -3.23 -0.39 -2.49  0.001
28 C 0.77 -2.77 0.12  -0.035
29 C 0.10 -3.27 -1.02  0.028
30 C 0.74 -2.75 -2.18  -0.009
31 H -0.68 -4.03 -1.00  0.004
32 C 1.82 -1.91 -1.75  0.026
33 C 1.81 -1.91 -0.32  -0.027
34 H 2.55 -1.45 0.33  -0.001
35 H 0.65 -3.11 1.15  -0.001
36 H 0.50 -2.97 -3.22  0.003
37 H 2.53 -1.37 -2.38  0.002
38 O 2.11 3.14 -3.58  0.000
39 C 1.12 2.19 -3.02  -0.015
40 C -0.25 2.88 -3.08  0.001
41 H 1.40 1.95 -1.96  0.002
42 H 1.13 1.23 -3.58  0.010
43 C 0.05 4.39 -3.25  0.000
44 H -0.86 2.68 -2.19  0.003
45 H -0.81 2.50 -3.93  0.000
46 C 1.57 4.50 -3.54  0.000
47 H -0.23 4.95 -2.35  0.000
48 H -0.43 4.79 -4.14  0.000
49 H 2.08 5.01 -2.70  0.000
50 H 1.74 5.03 -4.50  0.000
51 C 5.14 0.59 5.40  0.000
52 C 4.24 -0.48 4.82  0.000
53 C 4.82 -1.59 4.21  0.000
54 C 4.04 -2.61 3.68  0.000
55 C 2.66 -2.49 3.68  0.000
56 C 2.07 -1.31 4.16  0.000
57 N 0.70 -1.19 3.97  0.000
58 C -0.09 -0.02 3.87  0.001
59 C -1.09 0.22 4.83  0.000
60 C -1.70 1.47 4.90  0.000
61 C -1.28 2.50 4.04  0.000
62 C -0.36 2.23 3.02  0.000
63 C 0.13 0.93 2.85  -0.001
64 C 0.93 0.50 1.65  0.004
65 O 2.15 0.36 1.76  0.002
66 O 0.26 0.31 0.53  0.028
67 C 2.84 -0.36 4.86  0.000
68 C 2.21 0.74 5.65  0.000
69 H 4.89 1.58 5.01  0.000
70 H 5.08 0.65 6.50  0.000
71 H 6.19 0.39 5.15  0.000
72 H 5.91 -1.65 4.19  0.000
73 H 4.49 -3.50 3.24  0.000
74 H 2.01 -3.27 3.26  0.000
75 H 0.18 -2.07 3.94  0.000
76 H -1.38 -0.58 5.52  0.000
77 H -2.49 1.65 5.63  0.000
78 H -1.69 3.51 4.18  0.000
79 H -0.02 3.02 2.35  0.000
80 H 1.94 1.59 5.02  0.000
81 H 1.32 0.39 6.18  0.000
82 H 2.90 1.12 6.42  0.000